[1]
105
Properties=species:S:1:pos:R:3:forces:R:3:lowdin_charge:R:1 method="wB97M-V/def2-TZVPD" spin_multiplicity=6 gap_ev="7.1 / 7.4" charge=+1 de_lowest_kj_mol=59.66 energy_ha=-5125.23054
H 0.702 0.490 -1.708 0.01 0.00 -0.02 0.067
N -0.061 0.959 -2.193 -0.01 0.00 0.02 -0.013
H 1.324 -0.343 8.762 0.00 0.00 0.00 0.111
N 4.183 1.336 -5.009 -0.06 -0.11 -0.08 -0.343
H 0.391 2.510 -0.023 0.00 0.00 0.01 0.104
C -1.511 -3.073 -0.312 0.01 0.02 -0.02 -0.260
C -0.282 3.192 0.482 0.00 -0.02 -0.02 -0.086
C -0.226 -2.467 -0.531 -0.04 -0.03 0.01 -0.150
H 0.737 -1.500 4.673 -0.01 -0.01 0.00 0.036
C -0.023 0.738 -3.622 0.01 0.02 0.00 -0.192
C -4.958 -1.240 -1.950 -0.01 -0.03 0.02 -0.082
H -0.212 4.691 -1.044 0.00 0.00 0.00 0.109
C 3.141 1.427 2.192 0.00 0.02 0.01 -0.211
H -6.004 1.497 0.552 0.00 0.00 0.00 0.101
N -2.389 1.398 -3.688 0.00 0.00 0.01 0.066
C -4.680 0.118 0.123 -0.02 -0.06 0.08 -0.896
C -1.524 5.254 0.562 0.01 0.00 0.00 -0.069
H 4.937 0.337 2.666 -0.01 -0.01 -0.01 0.088
O 3.201 -2.002 -0.063 0.01 0.00 0.02 0.011
H 2.610 0.805 1.477 0.00 -0.03 -0.02 0.064
C -0.821 2.854 1.713 -0.02 0.01 0.03 -0.414
C 3.981 0.566 3.136 -0.03 -0.03 0.02 -0.279
C -2.117 -3.208 0.975 -0.01 0.00 0.03 -0.622
H -3.528 -1.421 -0.400 0.00 0.00 0.00 0.082
O 2.169 -0.140 -0.637 0.01 0.02 -0.01 -0.116
C 3.082 -1.010 -0.801 -0.02 0.04 0.01 -0.621
H -5.005 -4.806 0.257 0.00 0.00 0.00 0.109
I -1.114 -2.582 2.703 0.00 0.02 -0.04 1.096
C -7.123 -0.064 -0.297 0.02 -0.01 -0.01 -0.075
H 2.739 3.027 3.576 0.00 -0.01 0.01 0.123
C 0.959 1.874 3.536 -0.03 -0.02 0.00 -0.286
Mn 1.076 -1.397 0.834 0.12 -0.17 -0.03 0.750
H -4.182 -1.693 -2.568 0.00 0.00 0.00 0.074
C -0.511 -3.019 -2.921 0.00 0.00 0.01 -0.097
S 3.343 -1.107 3.566 0.15 -0.07 -0.08 1.063
H 6.208 -0.432 -5.141 0.00 0.00 0.00 0.137
C -3.333 -3.797 1.178 0.01 0.01 -0.01 -0.169
H -2.768 5.547 2.287 0.00 0.00 0.00 0.111
H 0.962 0.979 -4.024 0.00 -0.01 0.00 0.106
C 4.518 0.297 -4.017 0.02 0.03 0.03 -0.106
H 0.485 2.623 4.175 -0.01 0.00 0.00 0.103
C -2.395 1.530 -2.180 0.01 0.01 0.00 -0.092
N 6.975 -2.441 -3.558 0.15 0.16 0.11 -0.349
C 5.836 -1.523 -3.325 -0.04 -0.04 -0.03 -0.098
C -1.347 0.585 -1.641 0.01 -0.01 0.01 -0.214
C 0.873 -0.952 6.758 0.00 0.00 0.00 -0.054
S -3.594 0.715 1.252 0.00 0.05 -0.01 0.658
C 5.592 -0.537 -4.261 0.00 0.00 0.00 0.095
H -2.151 2.567 -1.951 0.00 0.00 0.00 0.129
H -2.165 3.374 3.308 0.00 0.01 0.00 0.117
O 2.151 -1.416 2.701 -0.21 0.20 0.12 -0.615
H -2.318 -3.992 -3.520 0.00 0.00 0.00 0.111
H -3.083 2.015 -4.106 0.00 0.00 0.00 0.179
C 3.034 -0.175 7.480 0.00 -0.01 0.01 -0.061
H 3.687 0.182 8.265 0.00 0.00 0.00 0.113
C 1.705 -0.473 7.759 0.00 0.00 0.00 -0.063
C -0.639 4.406 -0.091 -0.01 0.01 0.00 -0.072
H -7.931 0.402 0.260 0.00 0.00 0.00 0.090
H 5.261 -2.499 -1.499 0.00 0.00 0.00 0.139
O 0.257 0.522 1.351 -0.06 0.03 -0.09 -0.616
H -0.083 -3.015 -3.917 0.00 0.00 0.00 0.103
H 3.857 2.000 1.598 0.01 0.00 0.01 0.126
H 2.913 0.865 -2.714 0.00 0.00 -0.01 0.118
H -0.157 -1.199 6.977 0.00 0.00 0.00 0.114
H 1.871 3.146 2.069 0.00 0.00 0.00 0.107
H -1.630 -0.453 -1.893 -0.01 0.00 0.00 0.111
C -4.051 -4.324 0.085 -0.01 0.01 0.00 -0.079
O 4.976 1.546 -5.896 0.03 0.04 0.02 0.113
C 3.728 0.181 -2.891 0.01 -0.01 0.02 0.074
C -1.745 -3.558 -2.708 -0.01 -0.01 0.01 -0.060
C 2.681 -0.802 5.199 0.04 0.02 0.01 -0.397
H -7.012 -1.088 0.061 0.00 0.00 0.00 0.092
H -2.658 0.438 -3.917 0.00 0.00 0.00 0.172
C -1.722 3.681 2.368 0.01 -0.01 -0.01 -0.093
H -3.398 1.297 -1.830 -0.01 0.00 0.00 0.101
C -3.525 -4.240 -1.168 -0.01 0.02 -0.01 -0.060
C 5.057 -1.699 -2.196 0.00 -0.01 -0.01 0.095
C 1.363 -1.125 5.471 -0.01 0.00 -0.03 -0.096
O 7.212 -3.257 -2.696 -0.05 -0.06 -0.04 0.100
H 1.201 -2.080 -2.074 0.00 0.00 0.00 0.080
O 3.107 1.896 -4.886 0.02 0.04 0.03 0.059
C 0.223 -2.489 -1.836 0.01 0.01 0.00 -0.146
N -4.381 -0.940 -0.653 0.04 -0.01 -0.01 -0.020
C 3.996 -0.830 -1.981 0.00 -0.01 -0.01 -0.083
H -1.099 1.507 -5.357 0.00 0.00 0.00 0.136
N -5.898 0.701 -0.056 0.02 0.00 -0.03 -0.050
H -7.404 -0.083 -1.349 0.01 0.00 -0.01 0.074
H 4.189 1.058 4.088 0.01 0.03 -0.03 0.083
C -1.027 1.662 -4.282 0.00 0.00 -0.01 -0.089
H -1.339 0.653 -0.554 0.00 0.01 0.01 0.073
S -0.393 1.298 2.470 0.08 0.01 0.03 0.952
C -2.067 4.892 1.788 -0.01 0.00 0.00 -0.064
H -5.789 -1.944 -1.896 -0.01 0.00 0.00 0.085
C -2.270 -3.617 -1.393 -0.01 0.02 0.00 -0.198
H -5.312 -0.323 -2.424 -0.01 0.01 0.00 0.081
H -3.740 -3.877 2.176 0.00 0.00 0.00 0.089
H -4.052 -4.661 -2.017 0.00 0.00 0.00 0.116
H -0.257 -0.305 -3.900 -0.01 0.00 0.00 0.118
H -0.795 2.704 -4.068 0.00 0.00 0.00 0.138
C 3.532 -0.349 6.199 -0.01 0.00 0.01 -0.085
H 1.199 1.019 4.167 -0.02 -0.03 0.00 0.063
C 2.189 2.437 2.837 0.01 -0.02 0.01 -0.194
H -1.795 6.201 0.113 0.00 0.00 0.00 0.108
O 7.607 -2.288 -4.580 -0.05 -0.06 -0.04 0.097
H 4.575 -0.142 5.989 0.00 0.00 0.02 0.115

=====

[2]
95
Properties=species:S:1:pos:R:3:forces:R:3:lowdin_charge:R:1 method="wB97M-V/def2-TZVPD" spin_multiplicity=1 gap_ev=7.3 charge=+2 de_lowest_kj_mol=29.91 energy_ha=-2484.92486
C 1.110 -0.722 2.981 0.05 -0.03 0.10 -0.342
H 4.341 5.184 2.044 0.00 0.02 -0.04 0.138
C 2.497 5.039 3.836 0.14 0.06 0.09 -0.169
C 0.241 -0.396 4.024 -0.01 0.04 0.02 -0.074
C -1.438 -1.823 -2.924 0.01 0.04 -0.05 -0.072
H 0.776 3.895 3.201 -0.01 -0.01 0.00 0.137
H -2.167 0.586 -5.955 -0.02 0.01 -0.02 0.146
H -2.461 -1.146 0.856 0.01 0.04 -0.01 0.076
H 4.423 2.797 1.429 0.00 -0.01 -0.03 0.138
C 1.817 3.737 3.478 0.00 -0.13 -0.22 -0.061
C -4.247 1.220 0.820 -0.07 0.03 0.02 0.000
C -1.633 -4.443 2.712 -0.03 0.01 -0.01 -0.049
C 4.170 -0.301 -2.083 0.09 -0.09 -0.02 -0.022
H 1.129 -1.147 -2.727 -0.01 -0.01 -0.04 0.104
C -2.977 1.665 1.155 -0.11 -0.09 0.00 -0.253
H 4.827 0.218 -2.765 -0.01 -0.02 0.02 0.126
N 1.241 1.917 0.635 -0.03 -0.16 -0.59 0.242
C 0.570 -0.475 -3.386 -0.03 -0.02 0.05 -0.112
C 2.460 -1.556 -0.329 -0.20 0.16 0.11 -0.340
H -3.597 -0.454 -2.042 -0.02 0.01 -0.06 0.103
H -2.678 0.645 -3.571 -0.04 0.01 0.03 0.111
H 1.705 -1.054 -5.118 0.02 0.00 0.00 0.142
H -1.922 2.095 2.989 0.00 0.01 -0.03 0.067
H 0.076 0.292 6.045 0.02 -0.01 -0.02 0.119
H 5.589 4.396 3.027 0.03 0.02 0.04 0.143
C 4.420 -1.620 -1.680 0.17 -0.02 -0.09 -0.001
C -0.879 -0.386 -2.894 -0.08 0.00 -0.04 -0.414
H 2.804 1.322 -1.893 -0.06 0.02 0.04 0.127
C 0.656 -1.025 -4.814 -0.12 0.01 -0.01 -0.272
H 4.277 2.327 3.142 0.02 -0.04 0.04 0.125
H -2.466 -1.860 -2.568 0.00 -0.02 0.03 0.105
H -1.411 -5.364 3.235 -0.01 0.02 -0.01 0.119
C -2.225 -2.065 1.372 0.00 -0.16 0.03 -0.054
C -2.731 2.507 2.379 0.03 -0.03 -0.02 -0.027
H -1.814 -3.387 -4.351 -0.01 -0.01 -0.02 0.145
H 2.326 5.789 3.056 0.00 0.01 -0.04 0.139
C 4.023 3.083 2.400 -0.28 -0.07 -0.08 -0.068
H -3.733 -4.851 2.563 0.01 0.01 -0.01 0.120
H -2.460 3.528 2.101 0.00 -0.03 -0.01 0.091
C 0.067 -2.439 -4.830 0.01 0.01 -0.03 -0.110
C -2.941 -4.149 2.333 0.00 -0.05 0.02 -0.039
C -1.640 0.525 -3.873 -0.01 -0.05 0.02 -0.069
H -6.182 0.571 -1.619 0.00 0.00 0.01 0.095
H 5.290 -2.147 -2.055 -0.03 0.03 0.00 0.133
C -0.137 -0.121 -5.761 0.02 -0.01 0.02 -0.109
C 2.487 -0.589 3.153 0.07 0.04 0.03 -0.088
H 0.115 -2.852 -5.841 0.00 0.01 0.02 0.128
H 1.025 0.523 -3.342 0.00 0.02 0.00 0.118
H -3.243 -1.436 -4.972 0.04 0.01 0.02 0.125
H 0.295 0.885 -5.776 0.00 -0.01 0.00 0.124
P 0.399 -1.219 1.402 0.15 0.03 -0.41 1.080
H 1.873 3.019 4.298 0.03 -0.02 0.04 0.128
C -2.088 0.552 -0.866 0.01 0.01 0.07 -0.263
C 1.885 2.486 1.416 0.16 0.39 0.73 -0.118
H -1.189 1.523 -3.851 0.03 -0.02 0.00 0.135
C 0.751 0.056 5.233 0.02 0.01 -0.03 -0.053
H -2.179 -1.880 -6.299 -0.02 0.01 0.01 0.127
C -3.238 -2.967 1.674 0.05 0.02 -0.01 -0.039
C 3.056 0.312 -1.599 -0.17 -0.04 0.20 -0.104
H 2.085 5.410 4.772 0.03 0.04 0.03 0.143
C -1.940 1.333 0.293 0.19 -0.16 -0.12 -0.059
C 4.521 4.444 2.831 -0.01 0.14 0.12 -0.172
C -1.590 -0.059 -5.291 0.02 -0.09 0.07 -0.272
N 2.189 -0.303 -0.744 0.08 -0.01 -0.07 0.033
H -5.868 -1.027 -0.958 0.00 0.03 0.00 0.086
H -6.560 0.234 0.069 0.01 0.00 0.00 0.082
C -0.915 -2.363 1.746 -0.15 -0.03 0.07 -0.346
N 1.595 -2.131 0.578 0.03 0.19 0.13 -0.055
H -0.848 -2.447 -2.240 0.02 0.02 -0.03 0.127
H 3.766 -3.258 -0.459 0.00 0.03 -0.02 0.132
H 0.391 -3.766 2.763 -0.03 0.03 -0.02 0.114
H 0.653 -3.103 -4.184 -0.01 0.02 0.00 0.120
N -0.886 0.174 -1.517 -0.27 0.37 -0.13 0.031
H 3.175 -0.853 2.356 -0.04 -0.01 0.01 0.104
N 2.536 3.149 2.308 -0.11 -0.25 -0.30 -0.023
H -3.621 2.562 3.003 0.00 -0.01 -0.02 0.086
C -3.389 0.147 -1.174 0.04 0.02 0.10 0.002
O 3.884 4.837 4.030 -0.04 -0.02 -0.04 -0.099
Al 0.411 0.474 -0.331 0.50 -0.57 0.43 0.246
H -0.965 1.756 0.536 -0.08 0.37 0.05 0.070
H 4.062 -0.076 4.518 -0.02 -0.01 0.00 0.115
H -4.257 -2.742 1.390 0.02 0.00 0.00 0.116
C -1.385 -2.383 -4.352 0.03 0.10 0.02 -0.273
H 1.813 -3.075 0.865 0.00 -0.01 -0.01 0.127
C 2.125 0.177 5.407 -0.01 0.00 0.00 -0.060
C -5.845 0.039 -0.728 0.05 0.00 0.02 -0.027
H -0.080 -0.508 -6.782 -0.01 -0.01 0.02 0.128
H -0.831 -0.515 3.904 0.04 -0.01 -0.02 0.115
C 2.992 -0.147 4.370 -0.05 0.02 -0.03 -0.073
C 3.579 -2.247 -0.798 -0.01 -0.08 0.01 0.022
H 2.521 0.507 6.359 -0.01 -0.01 -0.03 0.120
C -4.457 0.483 -0.345 -0.06 -0.01 -0.05 -0.241
H -5.088 1.471 1.456 0.03 -0.02 -0.04 0.126
C -2.194 -1.470 -5.286 0.05 0.00 -0.02 -0.101
C -0.619 -3.546 2.431 -0.02 -0.02 0.04 -0.080